1.
C5H7N3 | ωB97M-V/def2-TZVPD

Each line ends with the natural charge from an NBO analysis.
Atoms and positions in Å:
C  1.99360  -0.90724  -0.13611  -0.6071
C  0.72734  -0.47057  0.13182  0.2925
C  -1.31871  0.15511  0.87172  -0.1534
C  -0.80582  1.20340  -0.00834  -0.2311
C  -2.09388  -0.82619  0.01800  0.2569
H  2.72198  0.05346  -1.10123  0.2255
H  1.53096  -1.95470  -0.94720  0.2739
H  2.92167  -1.37511  0.89490  0.3085
H  -2.00255  0.58301  1.70735  0.2567
H  -0.37497  1.88851  0.71893  0.1852
H  -1.29160  1.65525  -0.99161  0.2390
H  0.85453  1.07238  -1.06830  0.3753
N  -0.10389  -0.54822  1.15221  -0.5149
N  0.23627  0.55655  -0.59899  -0.5892
N  -2.99494  -1.08566  -0.64313  -0.3179

As for the charge: 0. For the HOMO-LUMO gap, the calculation gives 8.9 eV. The value obtained for the highest occupied orbital energy is -8.852 eV.

---

2.
C5H7N3 | ωB97M-V/def2-TZVPD

Each line ends with the natural charge from an NBO analysis.
Atoms and positions in Å:
C  2.28074  -0.10467  0.13682  -0.2939
C  1.45812  1.07133  0.00515  -0.3549
C  1.42273  -1.17128  0.03326  -0.0759
C  0.16485  0.69222  -0.02401  0.1167
C  -1.72810  1.03055  -0.14215  -0.1665
N  0.14181  -0.67256  -0.08434  -0.2538
N  -2.08404  -0.29643  0.38828  -0.4617
N  -1.12290  -1.23667  -0.19851  -0.2940
H  3.30502  -0.18747  0.21789  0.2181
H  1.66540  2.07926  0.23154  0.2179
H  1.72367  -2.25169  0.08007  0.2234
H  -2.05077  1.83495  0.32207  0.1918
H  -1.78404  1.09582  -1.30051  0.2094
H  -1.93465  -0.45171  1.41199  0.3728
H  -1.45786  -1.43164  -1.07753  0.3505

As for the charge: 0. For the HOMO-LUMO gap, the calculation gives 9.3 eV. The value obtained for the highest occupied orbital energy is -8.303 eV.

---

3.
C5H7N3 | ωB97M-V/def2-TZVPD

Each line ends with the natural charge from an NBO analysis.
Atoms and positions in Å:
C  1.19506  1.53851  1.13325  -0.0943
C  0.05385  1.66883  0.44230  -0.0379
C  2.20381  -0.50872  1.83121  -0.0441
C  0.39062  -0.49765  0.03617  0.3281
C  -0.02878  -1.75165  -0.05516  -0.5321
N  1.43135  0.10696  0.98808  -0.4434
N  -0.48189  0.53265  -0.20950  -0.2743
N  -1.31734  0.47976  -1.24213  -0.6307
H  1.86211  2.02234  1.76909  0.2549
H  -0.44596  2.53893  0.06957  0.2048
H  2.27461  -1.66244  1.38846  0.0953
H  -1.06723  -1.77147  -0.35616  0.2251
H  0.73471  -2.54712  -0.32857  0.2242
H  -1.03128  1.11505  -2.06136  0.3580
H  -2.28167  0.66029  -0.92119  0.3665

As for the charge: 0. For the HOMO-LUMO gap, the calculation gives 8.4 eV. The value obtained for the highest occupied orbital energy is -7.904 eV.

---

If we sort the structures by their calculated energies, the order from most to least stable is 2, 3, 1.